No. 1
122
Properties=species:S:1:pos:R:3:forces:R:3 method="wB97M-V/def2-TZVPD" charge=-1 multiplicity=2 gap_ev="6.54 / 7.06" s2=0.75
Ti 0.909 -0.628 -0.355 -2.72 -0.44 -0.19
C -0.939 3.791 -1.382 0.10 -0.10 -0.10
C -1.284 2.613 -2.287 0.12 -0.25 0.38
C -2.709 2.156 -2.010 0.07 0.00 0.02
P 0.016 1.240 -2.056 -0.58 0.94 -1.67
C 1.430 1.976 -3.138 0.10 -0.10 0.27
C 1.113 3.152 -4.065 -0.06 -0.11 0.30
C 2.095 0.891 -3.986 0.00 -0.11 0.27
C -0.635 -0.027 -3.218 0.08 -0.45 0.29
C -1.249 0.334 -4.411 -0.06 -0.18 -0.02
C -1.688 -0.586 -5.347 0.07 0.07 -0.08
C -2.420 -0.146 -6.583 0.05 -0.11 0.08
C -1.408 -1.929 -5.106 -0.01 0.23 0.08
C -0.797 -2.325 -3.939 0.08 -0.05 0.03
C -0.457 -1.408 -2.918 -0.43 0.40 -0.84
N 0.059 -1.808 -1.721 0.17 -0.37 -0.45
C -0.073 -3.127 -1.314 0.18 -1.01 0.09
C -1.253 -3.859 -1.512 -0.01 0.16 0.09
C -1.335 -5.202 -1.202 0.32 -0.07 0.09
C -0.233 -5.884 -0.698 -0.26 -0.03 -0.09
C -0.272 -7.367 -0.451 0.05 0.12 0.04
C 0.907 -5.148 -0.406 -0.05 0.12 -0.06
C 0.999 -3.782 -0.638 -0.41 0.25 -0.23
P 2.331 -2.639 -0.100 0.76 -1.85 -0.03
C 3.713 -3.017 -1.310 -0.24 0.30 0.03
C 3.121 -2.988 -2.716 -0.02 0.21 0.11
C 4.475 -4.316 -1.073 -0.15 0.30 0.09
C 2.975 -3.203 1.571 -0.33 0.34 -0.02
C 2.956 -4.667 1.999 0.06 0.16 -0.23
C 2.180 -2.379 2.582 0.15 0.16 -0.07
H -1.548 4.662 -1.630 -0.05 0.03 0.00
H 0.110 4.070 -1.464 0.08 0.12 0.06
H -1.137 3.534 -0.344 0.04 0.06 0.04
H -1.237 2.952 -3.326 0.16 -0.16 0.07
H -2.811 1.853 -0.972 -0.11 0.00 0.01
H -2.978 1.317 -2.648 -0.13 -0.08 0.00
H -3.404 2.975 -2.199 -0.04 0.10 -0.04
H 2.167 2.309 -2.395 -0.09 -0.03 -0.04
H 0.432 2.847 -4.858 -0.13 0.02 -0.11
H 2.037 3.481 -4.544 0.07 -0.02 -0.01
H 0.697 4.005 -3.540 -0.10 0.13 -0.02
H 1.418 0.528 -4.759 -0.02 -0.04 -0.05
H 2.405 0.061 -3.358 0.03 -0.09 -0.21
H 2.983 1.294 -4.475 0.08 0.07 0.00
H -1.411 1.380 -4.617 -0.03 0.19 -0.05
H -2.461 0.940 -6.630 -0.04 0.05 -0.09
H -3.442 -0.529 -6.574 -0.07 0.05 -0.10
H -1.930 -0.519 -7.483 -0.03 0.03 -0.09
H -1.683 -2.671 -5.843 0.00 -0.11 -0.09
H -0.573 -3.372 -3.789 -0.04 0.02 -0.03
H -2.120 -3.363 -1.931 0.05 0.02 -0.04
H -2.261 -5.734 -1.373 -0.11 -0.06 -0.04
H -1.235 -7.783 -0.742 -0.05 -0.06 0.00
H -0.107 -7.587 0.605 0.01 -0.11 0.02
H 0.505 -7.872 -1.027 0.01 -0.09 0.02
H 1.754 -5.674 0.001 0.14 -0.06 0.15
H 4.396 -2.171 -1.187 -0.09 -0.04 0.01
H 2.515 -3.879 -2.887 -0.06 0.00 -0.07
H 3.911 -2.954 -3.467 0.03 0.00 -0.04
H 2.485 -2.107 -2.827 0.02 -0.10 -0.21
H 3.806 -5.171 -1.133 -0.06 -0.18 0.03
H 4.967 -4.305 -0.105 0.09 -0.13 0.12
H 5.240 -4.436 -1.841 0.06 0.00 -0.06
H 4.004 -2.827 1.568 -0.09 -0.04 -0.07
H 1.935 -5.028 2.082 -0.11 -0.08 0.02
H 3.411 -4.744 2.987 0.05 0.01 0.07
H 3.509 -5.312 1.324 0.04 -0.17 -0.07
H 1.131 -2.682 2.586 0.00 0.04 0.04
H 2.236 -1.327 2.299 -0.08 -0.14 0.29
H 2.590 -2.508 3.586 0.03 -0.02 0.07
O 3.678 1.767 -0.007 -0.20 0.01 -0.23
S 3.041 0.485 0.130 3.11 0.92 1.20
O 3.919 -0.587 0.574 0.33 0.34 0.15
O 1.828 0.544 1.017 0.58 0.43 0.39
O 2.434 0.037 -1.193 1.58 0.61 -1.14
O -2.029 -0.230 -0.535 -0.45 0.20 0.16
H -2.424 -0.747 -1.241 0.06 -0.17 -0.17
H -1.476 -0.834 -0.017 -0.26 -0.38 0.19
F -0.158 -1.386 0.928 -0.76 -0.57 1.00
C -4.177 0.777 1.529 0.05 0.05 0.07
C -3.880 2.249 1.558 -0.12 -0.05 0.00
C -4.938 3.122 1.320 -0.10 0.03 0.01
C -4.768 4.492 1.357 -0.11 0.04 -0.06
C -3.515 5.007 1.633 0.00 0.13 0.00
C -2.456 4.142 1.847 0.13 0.22 0.17
C -2.610 2.762 1.824 0.53 -0.40 -0.20
Sb -0.798 1.456 1.874 -0.66 1.42 1.35
C 0.549 3.167 2.174 -0.32 -0.49 -0.06
C 1.347 3.420 1.067 0.05 -0.04 -0.11
C 2.240 4.476 1.034 0.05 0.15 -0.04
C 2.336 5.313 2.130 0.08 0.00 -0.09
C 1.558 5.066 3.247 -0.02 0.06 0.08
C 0.666 4.000 3.291 -0.03 0.12 0.13
C -0.138 3.798 4.542 0.00 0.05 -0.04
C -1.177 0.897 3.993 0.14 -0.17 -0.57
C -2.479 0.933 4.481 0.00 0.09 -0.05
C -2.811 0.394 5.712 -0.12 -0.02 0.10
C -1.834 -0.214 6.480 0.00 -0.01 0.06
C -0.530 -0.228 6.023 0.01 0.00 0.06
C -0.184 0.330 4.794 0.04 -0.01 -0.03
C 1.265 0.367 4.412 -0.06 -0.04 0.01
H -4.826 0.509 2.363 -0.04 -0.07 0.08
H -3.265 0.191 1.596 -0.10 -0.17 -0.06
H -4.697 0.519 0.608 0.06 -0.13 -0.08
H -5.915 2.711 1.095 -0.08 -0.05 0.00
H -5.605 5.150 1.160 -0.03 0.02 0.01
H -3.361 6.078 1.667 0.04 0.04 0.00
H -1.478 4.558 2.038 0.08 0.10 -0.03
H 1.303 2.757 0.213 -0.02 0.06 0.03
H 2.864 4.626 0.165 0.05 -0.01 -0.07
H 3.021 6.149 2.125 0.07 0.05 -0.01
H 1.640 5.724 4.106 -0.02 -0.02 0.04
H -0.128 4.701 5.151 -0.03 0.06 0.03
H 0.284 2.990 5.135 -0.07 -0.09 0.11
H -1.167 3.537 4.307 -0.08 -0.01 0.09
H -3.243 1.422 3.901 -0.18 0.02 -0.07
H -3.830 0.444 6.070 -0.08 0.00 -0.01
H -2.083 -0.669 7.430 -0.01 0.01 0.05
H 0.242 -0.684 6.631 0.08 -0.01 0.01
H 1.772 1.157 4.969 0.07 0.09 -0.05
H 1.399 0.561 3.351 0.17 -0.02 -0.05
H 1.752 -0.573 4.663 0.08 -0.04 -0.04

=====

No. 2
12
Properties=species:S:1:pos:R:3:forces:R:3 method="wB97M-V/def2-TZVPD" charge=0 gap_ev=9.58
O 3.033 0.227 0.715 -1.05 -0.25 -0.30
C 1.963 -0.052 0.410 1.09 0.26 0.31
C 0.150 0.809 -0.354 -0.04 -0.01 -0.31
C -0.558 -0.334 -0.725 0.00 0.27 -0.06
C -1.457 -0.012 0.457 -0.27 -0.23 0.08
O -0.564 1.086 0.803 0.05 0.09 0.09
H 1.118 -1.510 0.251 -0.16 -0.02 -0.06
H 0.657 1.612 -0.880 -0.03 -0.19 0.08
H 0.332 -1.404 -0.191 0.17 -0.02 0.07
H -0.812 -0.714 -1.707 0.08 0.06 0.16
H -1.529 -0.741 1.270 0.00 0.10 -0.12
H -2.444 0.380 0.193 0.17 -0.07 0.05

=====

No. 3
24
Properties=species:S:1:pos:R:3:forces:R:3 method="wB97M-V/def2-TZVPD" charge=0 smiles="O=c1cc[nH]c(=O)[nH]1.c1ccccc1" gap_ev=9.31
O -3.024 2.410 0.295 -0.18 -0.90 0.30
C -2.998 1.190 0.195 -0.77 1.13 -0.51
C -4.140 0.289 0.185 0.89 -1.21 0.13
C -3.886 -1.012 -0.079 0.49 -0.64 -1.06
N -2.629 -1.504 -0.497 -0.62 1.93 1.19
C -1.463 -0.738 -0.368 -1.94 0.33 -0.32
O -0.372 -1.164 -0.607 -0.11 -0.64 -0.38
N -1.784 0.575 -0.011 1.09 -0.54 0.05
H -5.111 0.643 0.440 -0.43 0.16 0.07
H -4.636 -1.803 -0.147 -0.03 0.50 0.24
H -2.480 -2.471 -0.647 -0.01 -0.79 -0.13
H -1.039 1.235 0.122 0.50 0.00 -0.28
C 2.155 -0.894 0.813 3.30 0.35 0.03
C 1.508 0.200 0.330 -2.25 -0.07 2.15
C 2.078 1.199 -0.391 -0.39 2.29 -1.02
C 3.437 1.207 -0.733 -2.80 -0.76 0.81
C 4.189 0.228 -0.154 -3.00 -0.66 0.24
C 3.572 -0.793 0.555 -1.24 -1.72 1.04
H 1.631 -1.612 1.499 0.98 0.53 -1.09
H 0.491 0.200 0.737 0.55 0.96 -0.62
H 1.453 2.100 -0.651 0.63 -1.14 -0.01
H 3.690 1.861 -1.505 1.18 1.24 -0.60
H 5.178 0.268 -0.289 3.80 -0.40 -0.44
H 4.178 -1.614 0.908 0.35 0.04 0.20

=====

No. 4
65
Properties=species:S:1:pos:R:3:forces:R:3 method="wB97M-V/def2-TZVPD" charge=+1 gap_ev=6.59
C -0.900 -1.073 5.121 -0.19 -1.15 -0.63
C -1.554 -0.278 3.904 1.96 3.85 -0.90
O -0.925 0.732 3.471 -2.52 -3.77 1.30
O -2.798 -0.564 3.288 2.74 -1.21 1.54
C -3.152 -1.973 3.360 -2.18 -1.02 -1.01
C -3.876 -2.307 1.939 1.41 1.19 0.08
C -2.744 -1.986 0.807 0.39 -0.44 -0.06
C -2.612 -3.134 -0.305 -0.26 -0.14 0.34
C -1.142 -3.272 -0.933 -0.97 -1.37 -0.04
N -0.525 -1.981 -1.369 1.59 0.93 3.21
C 0.253 -1.340 -0.476 -0.05 0.17 -3.18
C 0.788 0.064 -1.103 -1.85 0.19 1.51
C 2.300 0.139 -1.626 -0.29 0.28 0.50
C 3.282 -0.341 -0.439 -0.01 0.28 -0.28
N 3.800 -1.737 -0.702 -0.14 0.89 1.14
C 0.459 1.090 0.108 -0.61 -0.01 -0.02
C 0.001 2.560 -0.382 1.11 0.96 1.87
C 0.768 3.606 0.590 1.75 2.17 1.01
C 0.216 4.064 1.970 3.78 1.44 -1.55
C 1.074 5.089 2.773 1.48 -0.95 -2.89
C 2.433 5.651 2.240 -1.73 -2.39 -1.91
C 2.979 5.180 0.867 -3.64 -1.70 1.00
C 2.137 4.159 0.056 -1.33 1.09 3.45
C -0.431 0.261 -2.122 -0.48 -1.06 -0.25
C -0.637 -1.244 -2.692 0.94 0.35 -0.15
I -2.688 -1.295 -3.531 0.85 -0.32 0.32
C 0.454 -1.850 -3.686 0.96 1.93 -2.96
I 1.452 -3.789 -3.359 -1.15 1.33 0.40
C 0.877 -1.131 -4.862 -1.30 -1.07 2.22
C 0.314 0.296 -5.300 1.28 0.03 0.26
I 2.412 -2.008 -6.178 -1.25 1.14 0.79
H -1.630 -1.324 5.960 0.85 0.35 -1.28
H 0.015 -0.538 5.548 -1.60 -0.36 -0.92
H -0.501 -2.067 4.682 -0.71 1.44 0.84
H -2.269 -2.690 3.427 -1.05 1.19 0.29
H -3.924 -2.102 4.201 1.40 -0.05 -1.04
H -4.705 -1.539 1.790 0.80 -1.39 0.30
H -4.235 -3.396 1.898 0.45 1.73 0.09
H -2.901 -0.944 0.332 0.18 -1.69 0.76
H -1.720 -1.942 1.349 -1.55 0.02 -0.75
H -3.377 -3.027 -1.143 1.02 -0.04 1.22
H -2.834 -4.139 0.224 0.50 1.49 -0.98
H -1.186 -3.957 -1.844 0.13 0.94 1.27
H -0.458 -3.767 -0.144 -0.90 0.99 -1.42
H 0.457 -1.772 0.564 -0.33 0.64 -1.76
H 2.488 1.246 -1.907 -0.37 -1.67 0.65
H 2.506 -0.460 -2.577 -0.42 0.59 1.49
H 4.152 0.395 -0.410 -1.17 -1.04 0.16
H 2.756 -0.362 0.591 0.76 0.59 -1.69
H 4.776 -1.744 -0.360 -0.75 -0.27 -0.34
H 3.275 -2.338 -0.046 0.66 0.11 -0.65
H 1.305 1.201 0.866 -1.09 -0.30 -1.17
H -0.451 0.641 0.666 1.44 0.71 -0.61
H -1.111 2.720 -0.183 1.46 -0.34 -0.72
H 0.323 2.819 -1.450 -0.66 -0.49 1.49
H -0.762 3.650 2.388 1.59 0.69 -0.68
H 0.752 5.453 3.801 0.31 -0.64 -1.63
H 3.037 6.394 2.878 -1.18 -1.36 -1.17
H 3.952 5.535 0.393 -1.50 -0.40 1.02
H 2.518 3.779 -0.947 -0.59 0.65 1.47
H -1.419 0.413 -1.549 1.65 -0.10 -0.47
H -0.434 1.122 -2.866 0.57 -1.52 0.81
H 0.906 1.081 -4.689 -0.96 -1.19 -0.92
H 0.582 0.522 -6.399 -0.73 -0.58 1.76
H -0.795 0.425 -5.069 1.50 -0.32 -0.51